C15H18O2 | ωB97M-V/def2-TZVPD

Summary:
Relative energy (zero: lowest compared OMol25 entry of this formula, charge and spin) ... 0.000 eV
LUMO energy (alpha / beta) ... 3.09 / 3.06 eV
Kohn-Sham gap (alpha / beta) ... 2.48 / 6.57 eV
E_HOMO (alpha / beta) ... 0.6 / -3.5 eV

The geometry in ORCA input format:
```
! wB97M-V def2-TZVPD RIJCOSX def2/J DEFGRID3
* xyz -1 2
C 0.744 1.385 0.769
H -1.143 2.074 -1.680
H -0.615 -0.727 -1.749
H -2.717 -2.454 2.321
H 0.268 -3.187 2.847
O 3.799 -0.777 0.807
C 1.604 1.049 -1.467
H 3.771 -0.925 1.758
H 0.180 3.675 -2.844
H 1.451 1.136 -2.536
O -2.945 0.155 -1.445
H 1.934 0.192 2.322
C -2.198 -1.967 1.514
H 0.083 1.824 1.495
C -0.250 -3.490 1.927
H 1.175 4.016 -1.471
H 3.388 -0.280 -1.599
H -0.454 4.691 -1.533
C 2.661 0.210 -0.969
C -1.024 -1.088 -0.840
C 2.706 -0.008 0.413
H -0.888 2.981 -0.176
C -0.279 -1.808 0.061
C -2.315 -0.671 -0.516
C 0.141 3.827 -1.769
C -2.859 -1.039 0.684
C 1.790 0.512 1.292
H 0.770 -1.992 -0.079
C -0.397 2.564 -1.055
C 0.688 1.612 -0.598
H 0.585 -3.920 1.378
H -3.878 -0.833 0.948
H -1.057 -4.176 2.181
H -3.802 -0.218 -1.582
C -0.918 -2.343 1.193
*
```